No. 1
ORCA calculation (the ωB97M-V functional and the def2-TZVPD basis) on 2 unconnected molecules or ions with the total composition CH6OS.

As for the net charge: +1. Its multiplicity is 2. For the lowest unoccupied orbital energy (alpha / beta), the calculation gives -5.35 / -11.03 eV.

Geometry (Å):
S  -2.072  2.345  -0.584
H  -3.392  2.169  -0.320
H  -2.026  3.648  -0.204
C  2.765  -2.256  0.622
O  1.384  -2.530  0.320
H  3.371  -2.385  -0.271
H  2.901  -1.227  0.975
H  3.103  -2.965  1.385
H  0.919  -1.690  0.320



No. 2
ORCA calculation (the ωB97M-V functional and the def2-TZVPD basis) on a molecular structure, C42H33N8O7P2Se2V.

As for the net charge: +1. Its multiplicity is 2. For the lowest unoccupied orbital energy (alpha / beta), the calculation gives -4.54 / -4.21 eV.

Geometry (Å):
V  1.847  2.093  0.386
O  7.600  1.244  0.500
C  6.996  0.234  -0.101
O  7.582  -0.709  -0.555
C  5.505  0.294  -0.217
C  4.751  -0.650  -0.900
N  3.470  -0.288  -0.831
N  3.337  0.847  -0.153
C  4.562  1.219  0.227
C  4.611  2.543  0.912
O  5.635  3.012  1.339
O  3.419  3.105  0.959
H  6.989  1.921  0.852
H  5.081  -1.542  -1.412
H  2.664  -0.670  -1.322
Se  -3.145  -0.073  3.000
P  -2.185  -1.701  2.050
C  -1.854  -3.131  3.119
C  -2.997  -3.816  3.539
C  -2.879  -4.943  4.334
C  -1.621  -5.398  4.710
C  -0.487  -4.711  4.310
C  -0.595  -3.574  3.517
C  -3.157  -2.438  0.711
C  -2.739  -3.639  0.133
C  -3.562  -4.298  -0.765
C  -4.820  -3.782  -1.057
C  -5.242  -2.596  -0.472
C  -4.407  -1.917  0.408
C  -0.596  -1.036  1.452
C  -0.228  -0.288  0.340
N  0.862  0.426  0.746
N  1.183  0.073  1.987
N  0.328  -0.794  2.426
P  -0.649  -0.428  -1.406
Se  0.738  0.685  -2.574
C  -0.409  -2.169  -1.837
C  0.213  -3.071  -0.979
C  0.466  -4.369  -1.402
C  0.086  -4.773  -2.672
C  -0.503  -3.865  -3.545
C  -0.724  -2.559  -3.141
C  -2.381  0.045  -1.534
C  -3.315  -0.650  -2.297
C  -4.625  -0.197  -2.348
C  -5.009  0.924  -1.625
C  -4.078  1.612  -0.857
C  -2.763  1.182  -0.820
H  -3.977  -3.460  3.243
H  -3.769  -5.467  4.660
H  -1.529  -6.288  5.321
H  0.493  -5.057  4.616
H  0.290  -3.032  3.228
H  -1.784  -4.068  0.405
H  -3.235  -5.229  -1.213
H  -5.481  -4.318  -1.728
H  -6.228  -2.204  -0.689
H  -4.723  -0.989  0.871
H  0.499  -2.765  0.019
H  0.961  -5.068  -0.739
H  0.268  -5.792  -2.992
H  -0.770  -4.167  -4.550
H  -1.101  -1.830  -3.849
H  -3.042  -1.547  -2.833
H  -5.350  -0.733  -2.949
H  -6.038  1.260  -1.654
H  -4.377  2.480  -0.283
H  -2.034  1.726  -0.233
N  2.196  2.944  5.532
C  1.522  3.231  4.400
C  1.771  2.547  3.201
N  1.108  2.861  2.090
C  0.174  3.827  2.133
C  -0.057  4.478  3.330
N  0.604  4.201  4.445
H  2.876  2.210  5.580
H  1.981  3.471  6.361
H  2.501  1.757  3.164
H  -0.352  4.087  1.229
H  -0.802  5.262  3.386
O  3.458  3.562  -2.218
C  2.540  4.095  -3.077
C  2.963  4.284  -4.384
C  2.162  4.962  -5.281
C  0.933  5.483  -4.882
C  0.470  5.220  -3.616
C  1.240  4.479  -2.705
C  0.518  4.074  -1.492
O  -0.580  4.401  -1.195
O  1.133  3.125  -0.616
H  3.332  3.948  -1.346
H  3.945  3.921  -4.661
H  2.511  5.112  -6.295
H  0.337  6.069  -5.569
H  -0.506  5.554  -3.295



No. 3
ORCA calculation (the ωB97M-V functional and the def2-TZVPD basis) on a gas-phase ion, C3H7INO (charge +1).

As for the net charge: +1. As for the structure (SMILES): C[C@@H]1[NH2+][C@H](I)O1. For the lowest unoccupied orbital energy, the calculation gives -4.06 eV.

Geometry (Å):
C  0.399  -0.342  0.543
C  -1.585  -0.915  0.057
C  1.207  0.880  0.727
N  -0.461  -0.426  -0.687
O  -0.745  -0.559  1.367
I  -3.494  0.034  -0.160
H  1.067  -1.104  0.627
H  -1.781  -2.031  -0.058
H  0.661  1.691  1.340
H  1.290  1.330  -0.281
H  2.268  0.611  1.227
H  -0.316  0.451  -1.242
H  -0.049  -1.192  -1.243



No. 4
ORCA calculation (the ωB97M-V functional and the def2-TZVPD basis) on 2 unconnected molecules or ions with the total composition C4H14NO.

As for the net charge: +1. For the lowest unoccupied orbital energy, the calculation gives -3.38 eV.

Geometry (Å):
C  -0.427  -0.468  -0.582
C  0.614  0.520  -0.112
C  0.220  1.881  -0.706
C  2.004  0.112  -0.591
N  -0.414  -1.843  0.072
H  -0.521  -0.589  -1.664
H  -1.439  -0.110  -0.388
H  0.639  0.616  0.969
H  0.432  1.892  -1.767
H  0.768  2.686  -0.228
H  -0.825  2.133  -0.532
H  2.240  -0.922  -0.360
H  2.089  0.267  -1.662
H  2.763  0.747  -0.151
H  0.555  -2.134  0.236
H  -0.859  -2.497  -0.573
H  -0.866  -1.776  0.984
H  -1.685  -0.298  2.778
H  -3.051  0.109  2.292
O  -2.237  -0.325  1.985



No. 5
ORCA calculation (the ωB97M-V functional and the def2-TZVPD basis) on 2 unconnected molecules or ions with the total composition C2H5NO2.

As for the net charge: 0. As for the structure (SMILES): CC=O.N=O. For the lowest unoccupied orbital energy, the calculation gives -0.11 eV.

Geometry (Å):
C  -0.544  0.576  -0.435
C  -0.877  -0.735  0.207
O  -0.017  1.508  0.182
N  1.938  0.714  0.206
O  2.014  -0.327  0.781
H  -1.212  0.842  -1.277
H  1.526  0.604  -0.869
H  -1.535  -1.349  -0.403
H  0.046  -1.277  0.430
H  -1.339  -0.556  1.179



No. 6
ORCA calculation (the ωB97M-V functional and the def2-TZVPD basis) on 2 unconnected molecules or ions with the total composition C5H2O.

As for the net charge: 0. For the lowest unoccupied orbital energy, the calculation gives -1.23 eV.

Geometry (Å):
O  -2.202  -0.976  0.270
C  -1.548  -0.138  0.767
C  -1.029  1.091  -0.863
C  0.046  0.578  -0.508
C  1.174  0.030  -0.070
C  2.102  -0.442  0.510
H  -1.656  0.717  1.451
H  2.967  -0.948  0.829



No. 7
ORCA calculation (the ωB97M-V functional and the def2-TZVPD basis) on a single C6H10O molecule.

As for the net charge: 0. As for the structure (SMILES): C[C@H]1C[C@H]1CC=O. For the lowest unoccupied orbital energy, the calculation gives 1.06 eV.

Geometry (Å):
C  -2.341  -0.095  0.055
C  -1.102  0.710  -0.223
C  -0.030  1.084  0.757
C  0.305  0.221  -0.438
C  1.090  -1.044  -0.184
C  2.560  -0.636  -0.238
O  2.942  0.485  -0.475
H  -3.190  0.579  0.219
H  -2.247  -0.747  0.928
H  -2.571  -0.712  -0.820
H  -1.292  1.526  -0.918
H  0.359  2.094  0.830
H  -0.081  0.569  1.719
H  0.730  0.715  -1.305
H  0.958  -1.856  -0.917
H  0.906  -1.490  0.804
H  3.304  -1.438  -0.062



No. 8
ORCA calculation (the ωB97M-V functional and the def2-TZVPD basis) on 2 unconnected molecules or ions with the total composition C2H11N2.

As for the net charge: +1. For the lowest unoccupied orbital energy, the calculation gives -3.39 eV.

Geometry (Å):
N  -2.526  -0.618  -0.220
H  -2.438  0.128  -0.884
H  -3.022  -1.267  -0.757
H  -3.104  -0.374  0.608
H  0.519  -1.311  1.496
C  1.233  1.059  -0.832
C  1.400  -0.301  -0.031
N  0.399  -0.378  1.041
H  2.114  1.718  -0.712
H  0.656  1.818  -0.181
H  0.917  0.866  -1.839
H  2.506  -0.325  0.516
H  1.349  -1.211  -0.548
H  0.621  0.456  1.607
H  -0.622  -0.259  0.739



No. 9
ORCA calculation (the ωB97M-V functional and the def2-TZVPD basis) on a molecular structure, C2H6N5O.

As for the net charge: +1. For the lowest unoccupied orbital energy, the calculation gives -3.33 eV.

Geometry (Å):
C  -1.270  0.065  -0.062
C  2.467  -0.110  0.056
N  -2.208  0.943  -0.413
N  -2.128  -0.675  0.677
N  2.157  0.798  0.750
N  2.566  -0.794  -0.946
N  -0.063  -0.124  -0.445
O  -3.057  0.389  0.525
H  -2.090  -1.260  1.459
H  1.798  0.773  1.662
H  0.597  0.462  -1.002
H  3.214  -1.409  -1.374
H  -2.339  1.985  -0.639
H  0.356  -1.041  -0.250



No. 10
ORCA calculation (the ωB97M-V functional and the def2-TZVPD basis) on 8 unconnected molecules or ions with the total composition C34H70NO21S8.

As for the net charge: +1. For the lowest unoccupied orbital energy, the calculation gives -3.84 eV.

Geometry (Å):
C  1.373  0.810  -0.945
C  1.492  -0.685  -0.814
C  1.641  -1.517  -1.921
C  1.762  -2.886  -1.783
C  1.739  -3.472  -0.540
C  1.587  -2.656  0.566
C  1.571  -3.278  1.962
C  2.407  -2.463  2.886
C  3.752  -2.234  2.628
C  4.479  -1.443  3.497
S  6.176  -1.116  3.170
C  3.881  -0.898  4.633
C  2.561  -1.165  4.856
N  1.861  -1.924  3.987
C  1.454  -1.278  0.430
H  0.342  1.138  -0.980
H  1.839  1.250  -0.066
H  1.950  1.145  -1.800
H  1.657  -1.081  -2.907
H  1.865  -3.510  -2.657
H  1.835  -4.535  -0.388
H  1.963  -4.289  1.937
H  0.533  -3.274  2.293
H  4.199  -2.672  1.755
H  6.106  -0.844  1.853
H  4.438  -0.283  5.317
H  2.037  -0.780  5.712
H  0.880  -2.112  4.142
H  1.314  -0.634  1.288
O  6.781  -0.513  -0.843
S  8.185  -0.804  -0.940
O  9.045  -0.503  0.163
O  8.762  -0.160  -2.261
C  8.551  1.256  -2.487
C  9.457  2.123  -1.637
C  8.404  -2.490  -1.394
H  7.499  1.495  -2.329
H  8.767  1.406  -3.542
H  9.215  2.037  -0.578
H  9.346  3.168  -1.926
H  10.499  1.829  -1.762
H  7.764  -2.714  -2.242
H  8.123  -3.094  -0.534
H  9.451  -2.651  -1.639
O  -1.612  5.220  -0.089
S  -2.155  3.910  0.108
O  -1.533  2.777  -0.507
O  -3.693  3.922  -0.245
C  -4.092  4.403  -1.557
C  -3.800  3.406  -2.658
C  -2.309  3.598  1.835
H  -3.616  5.365  -1.749
H  -5.162  4.574  -1.476
H  -2.729  3.265  -2.798
H  -4.221  3.755  -3.600
H  -4.232  2.434  -2.420
H  -2.787  4.450  2.307
H  -1.302  3.469  2.226
H  -2.890  2.690  1.977
O  -6.671  2.126  -4.852
S  -6.088  1.335  -5.893
O  -4.742  1.576  -6.312
O  -7.047  1.362  -7.157
C  -7.440  2.650  -7.683
C  -6.334  3.321  -8.470
C  -6.271  -0.372  -5.509
H  -7.795  3.282  -6.868
H  -8.290  2.442  -8.330
H  -5.499  3.597  -7.828
H  -6.713  4.228  -8.943
H  -5.950  2.653  -9.241
H  -7.300  -0.559  -5.214
H  -5.594  -0.587  -4.685
H  -5.999  -0.958  -6.382
O  0.903  9.721  2.744
S  2.094  8.934  2.665
O  3.079  9.210  1.668
O  1.682  7.398  2.587
C  0.747  7.008  1.554
C  1.396  6.950  0.186
C  2.874  8.880  4.242
H  -0.116  7.675  1.560
H  0.396  6.018  1.838
H  1.695  7.942  -0.151
H  0.697  6.538  -0.541
H  2.292  6.329  0.212
H  2.129  8.643  4.997
H  3.297  9.866  4.421
H  3.662  8.132  4.217
O  -6.994  4.579  0.396
S  -7.043  4.299  1.798
O  -6.906  2.956  2.273
O  -8.354  4.946  2.410
C  -9.624  4.610  1.805
C  -10.099  3.220  2.177
C  -5.892  5.325  2.642
H  -9.555  4.735  0.723
H  -10.320  5.358  2.178
H  -9.451  2.452  1.758
H  -11.107  3.060  1.796
H  -10.104  3.094  3.260
H  -6.013  6.349  2.298
H  -4.904  4.955  2.393
H  -6.070  5.246  3.711
O  3.541  -5.737  2.257
S  4.689  -6.391  2.828
O  5.204  -7.580  2.237
O  4.416  -6.631  4.369
C  3.220  -7.355  4.747
C  3.338  -8.845  4.504
C  5.983  -5.215  3.002
H  2.358  -6.931  4.228
H  3.094  -7.156  5.809
H  3.400  -9.073  3.441
H  2.467  -9.357  4.911
H  4.235  -9.241  4.979
H  5.575  -4.320  3.464
H  6.352  -4.990  2.003
H  6.779  -5.642  3.605
O  -2.433  -6.865  -3.131
S  -1.249  -7.364  -2.505
O  -0.684  -8.611  -2.910
O  -1.471  -7.374  -0.929
C  -2.632  -8.068  -0.421
C  -2.470  -9.574  -0.446
C  0.005  -6.131  -2.548
H  -3.516  -7.751  -0.976
H  -2.745  -7.718  0.603
H  -2.421  -9.953  -1.465
H  -3.317  -10.047  0.051
H  -1.551  -9.870  0.061
H  -0.398  -5.175  -2.223
H  0.327  -6.068  -3.586
H  0.838  -6.437  -1.921



No. 11
ORCA calculation (the ωB97M-V functional and the def2-TZVPD basis) on a molecular structure, C28H30N4OPbS3Se2.

As for the net charge: +2. For the lowest unoccupied orbital energy, the calculation gives -8.41 eV.

Geometry (Å):
Pb  0.366  0.141  0.224
C  5.326  -1.910  -1.635
C  3.873  -1.943  -1.157
C  3.525  -3.306  -0.569
C  3.612  -0.794  -0.204
C  3.268  0.460  -0.706
C  3.074  1.556  0.135
C  3.230  1.443  1.514
C  3.062  2.629  2.420
C  3.544  0.180  2.018
C  3.727  -0.912  1.182
H  5.513  -2.710  -2.349
H  6.006  -2.043  -0.793
H  5.570  -0.962  -2.112
H  3.231  -1.780  -2.031
H  4.205  -3.581  0.239
H  3.609  -4.078  -1.333
H  2.507  -3.334  -0.174
H  3.132  0.581  -1.775
H  2.775  2.507  -0.294
H  2.365  3.356  2.002
H  4.014  3.141  2.566
H  2.701  2.332  3.404
H  3.663  0.053  3.087
H  3.989  -1.865  1.620
Se  -0.750  3.370  -0.831
Se  -2.768  2.204  -0.612
C  -2.719  2.085  1.314
C  -3.822  2.516  2.024
C  -3.768  2.366  3.406
C  -2.635  1.811  3.978
C  -1.590  1.410  3.156
N  -1.626  1.542  1.831
C  -0.280  2.586  -2.521
C  -0.312  3.380  -3.652
C  0.110  2.808  -4.846
C  0.525  1.488  -4.839
C  0.505  0.782  -3.643
N  0.109  1.316  -2.486
H  -4.681  2.947  1.532
H  -4.599  2.685  4.018
H  -2.556  1.688  5.048
H  -0.696  0.959  3.567
H  -0.655  4.404  -3.606
H  0.109  3.386  -5.760
H  0.857  0.998  -5.743
H  0.831  -0.250  -3.612
S  -2.486  -0.368  -0.408
C  -2.410  -1.162  -1.849
C  -3.590  -1.159  -2.667
N  -4.544  -1.093  -3.301
C  -1.246  -1.852  -2.329
S  0.221  -2.043  -1.600
C  -1.401  -2.506  -3.603
N  -1.487  -3.008  -4.630
O  0.115  -1.461  1.936
S  -0.587  -2.740  2.427
C  0.399  -4.092  1.777
C  1.670  -4.096  2.615
C  1.184  -4.017  4.060
C  0.053  -2.977  4.109
H  0.516  -3.920  0.708
H  -0.194  -4.999  1.923
H  2.278  -3.227  2.360
H  2.263  -4.989  2.423
H  1.980  -3.747  4.751
H  0.796  -4.986  4.374
H  0.390  -1.979  4.389
H  -0.781  -3.258  4.749



No. 12
ORCA calculation (the ωB97M-V functional and the def2-TZVPD basis) on 10 unconnected molecules or ions with the total composition C6H33NO9.

As for the net charge: 0. As for the structure (SMILES): CNCCC(C)C.O.O.O.O.O.O.O.O.O. For the lowest unoccupied orbital energy, the calculation gives 0.38 eV.

Geometry (Å):
C  1.344  -0.518  -0.049
C  1.993  -1.139  -1.284
C  1.233  -0.714  -2.532
C  2.098  -2.657  -1.191
C  2.070  -0.876  1.245
N  1.961  0.196  2.231
C  2.531  -0.164  3.516
H  0.318  -0.867  0.026
H  1.318  0.559  -0.169
H  3.000  -0.735  -1.389
H  1.654  -1.144  -3.439
H  1.205  0.369  -2.655
H  0.176  -1.003  -2.507
H  2.461  -3.080  -2.137
H  1.128  -3.109  -0.980
H  2.798  -2.983  -0.409
H  1.689  -1.819  1.657
H  3.129  -1.054  1.055
H  0.992  0.494  2.334
H  3.582  -0.368  3.400
H  2.070  -1.037  3.990
H  2.471  0.677  4.188
H  2.029  3.137  0.089
H  1.371  4.513  -0.011
O  1.344  3.635  -0.409
H  -3.026  0.422  0.605
H  -2.556  1.693  -0.193
O  -3.332  1.137  -0.009
H  -1.841  -1.816  -3.016
H  -3.271  -1.521  -2.437
O  -2.573  -2.225  -2.559
H  -0.448  1.687  0.980
H  -0.780  1.561  2.478
O  -0.231  1.181  1.786
H  -1.361  -3.796  -0.069
H  -2.174  -2.774  -0.942
O  -1.878  -2.985  -0.016
H  -3.880  0.397  -1.404
H  -5.125  -0.272  -2.047
O  -4.203  -0.062  -2.226
H  -1.118  2.465  -1.720
H  -0.174  2.980  -0.603
O  -1.060  2.613  -0.764
H  -2.133  -1.637  1.099
H  -1.329  -0.432  1.686
O  -2.240  -0.811  1.606
H  2.809  1.662  1.528
H  3.840  1.853  0.365
O  3.256  2.354  0.970



The records above yield energy relative to the best compared isomer or geometry (same formula, charge and spin) values of 142.0; 136.3; 227.0; 45.2; 475.8; 322.5; 106.5; 141.6; 198.7; 0.0; 0.0; 27.1 kJ/mol, respectively.